This record from the Open Molecules 2025 dataset describes an isolated ion of composition C5H12NO and charge -1. The level of theory is ωB97M-V/def2-TZVPD.

The SMILES is CNCCCC[O-]. The HOMO energy is -2.026 eV. As for the charge: -1. The calculation puts the HOMO-LUMO gap at 5.556 eV.

CARTESIAN COORDINATES (ANGSTROEM)
C  -0.130  1.972  2.384
N  -0.396  0.633  1.799
C  -0.344  0.522  0.356
C  -0.554  -0.943  -0.110
C  -0.480  -1.012  -1.674
C  1.099  -1.458  -2.101
O  1.486  -0.819  -3.123
H  0.922  2.371  2.052
H  -0.304  2.000  3.401
H  -0.720  2.777  1.958
H  0.243  -0.029  2.201
H  -1.019  1.287  -0.153
H  0.618  0.897  0.019
H  -1.633  -1.245  0.203
H  0.193  -1.547  0.395
H  -1.238  -1.624  -2.115
H  -0.481  0.020  -1.999
H  1.065  -2.528  -2.341
H  1.671  -1.273  -1.153

Force components x, y, z for each atom (eV/Å):
2.17 -0.07 -3.84
-1.05 1.33 1.07
-0.13 0.63 -0.68
-2.83 1.05 -0.64
2.88 -0.10 2.07
-2.60 -0.05 0.93
1.47 1.97 -2.56
-1.18 -0.76 1.09
0.08 -0.17 2.20
-0.82 -0.30 -0.34
0.22 -0.22 0.14
0.09 -1.24 0.84
0.69 -0.27 -0.41
1.81 0.29 0.01
0.04 -0.43 -0.01
-0.45 -0.32 -0.36
-0.34 0.10 -0.63
-0.14 -1.20 0.80
0.08 -0.23 0.34

This record from the Open Molecules 2025 dataset describes C11H24Al2CaClF7Li2N3O10S2 as an isolated structure. The level of theory is ωB97M-V/def2-TZVPD.

The HOMO energy is -8.008 eV. As for the charge: +1. The calculation puts the HOMO-LUMO gap at 0.758 eV.

CARTESIAN COORDINATES (ANGSTROEM)
C  -3.818  0.958  1.068
C  -2.351  1.256  0.755
C  -1.690  0.222  -0.187
N  -0.828  0.897  -1.160
C  0.327  0.088  -1.442
N  1.094  -0.225  -0.291
C  1.401  0.850  0.643
C  1.929  0.016  1.792
C  0.795  -0.467  2.661
C  0.387  -1.885  2.290
O  1.479  -2.785  2.055
C  1.036  -3.599  0.987
C  1.352  -3.213  -0.462
O  0.373  -4.546  1.268
C  1.303  0.624  -2.468
O  1.032  1.540  -3.197
O  2.422  -0.064  -2.472
H  -3.896  0.104  1.743
H  -4.349  0.733  0.145
H  -4.274  1.829  1.526
H  -2.318  2.203  0.225
H  -1.744  1.352  1.652
H  -1.128  -0.437  0.481
H  -2.459  -0.402  -0.659
H  -1.332  1.012  -2.029
H  -0.033  -0.865  -1.890
H  1.971  -0.446  -0.732
H  2.146  1.576  0.310
H  0.545  1.431  0.973
H  2.712  0.516  2.363
H  2.346  -0.855  1.291
H  -0.093  0.170  2.604
H  1.112  -0.403  3.730
H  -0.234  -1.841  1.394
H  -0.266  -2.358  3.054
H  0.620  -2.456  -0.756
H  2.378  -2.841  -0.575
H  1.261  -4.066  -1.125
O  3.583  -5.859  0.773
H  3.545  -6.791  0.442
H  2.680  -5.539  0.703
Li  -0.909  -3.537  3.855
Al  1.149  0.950  5.326
N  1.412  3.650  -7.254
S  0.419  3.853  -8.479
O  -0.724  4.663  -8.219
O  0.249  2.725  -9.334
F  1.341  4.817  -9.346
S  0.817  2.780  -6.087
O  1.571  2.882  -4.885
O  0.344  1.475  -6.433
F  -0.527  3.553  -5.699
O  -1.313  3.119  3.119
H  -1.549  4.035  2.911
F  -3.175  4.414  5.297
Al  -3.686  2.826  6.021
F  -4.347  1.870  4.820
F  -4.775  3.126  7.236
F  -2.283  2.061  6.623
Cl  3.907  -8.302  -0.556
Li  2.906  -1.478  -1.239
F  -3.669  5.481  6.437
Ca  3.828  -10.397  -1.599

Force components x, y, z for each atom (eV/Å):
0.65 -0.06 0.10
-0.42 -0.26 -0.87
-0.80 0.62 0.60
0.59 -0.64 0.69
-1.22 -0.11 -1.51
-0.93 -0.39 1.59
0.43 0.06 0.49
0.47 0.74 0.01
-0.04 -0.56 0.86
-0.12 0.00 -0.14
-0.56 0.16 -1.15
0.79 0.22 -0.08
0.20 -0.10 0.73
-0.53 -0.58 0.22
0.30 0.78 -1.44
-0.50 -1.11 1.57
0.62 -1.38 1.11
-0.27 -0.02 0.08
-0.11 -0.04 -0.04
-0.14 -0.07 0.24
0.18 0.19 0.12
-0.18 0.35 0.16
0.27 -0.13 -0.46
-0.01 -0.02 -0.15
0.13 0.47 -0.12
0.22 -0.31 0.11
-0.32 1.37 0.13
0.03 -0.07 -0.37
-0.31 -0.06 -0.41
0.01 0.05 0.18
0.63 0.02 0.62
-0.05 0.06 -0.18
-0.07 -0.80 -0.53
-0.05 0.26 0.03
0.30 0.99 -0.15
0.17 0.12 -0.07
-0.53 -0.82 0.70
-0.15 -0.24 0.17
-0.14 -0.41 -0.11
-0.09 1.76 0.77
-0.09 -0.15 0.07
-0.34 -0.94 0.14
-0.55 1.15 0.37
-0.58 -0.12 -0.05
0.12 0.49 -1.22
-0.17 0.04 0.35
0.06 -0.38 0.11
0.31 -0.05 0.29
-0.18 -0.08 1.39
0.98 1.22 -1.67
-0.03 -0.15 -0.49
-0.13 0.04 -0.11
-0.17 -0.04 0.95
0.15 -0.11 0.00
0.46 0.38 -0.26
-0.14 -1.37 0.39
0.20 0.26 0.00
0.17 0.09 -0.11
0.04 0.30 -0.30
0.23 -1.01 -0.60
0.93 0.96 -2.10
0.21 -0.29 -0.44
0.05 -0.30 -0.21

This record from the Open Molecules 2025 dataset describes a 2-piece molecular cluster, C21H27N5O6 overall. The level of theory is ωB97M-V/def2-TZVPD.

The SMILES is [H]/N=C(\N)c1ccc(NC(=O)c2cccc(OC)c2O)cc1.CNC(=O)[C@H](CO)NC(C)=O. The HOMO energy is -8.027 eV. As for the charge: 0. The calculation puts the HOMO-LUMO gap at 8.376 eV.

CARTESIAN COORDINATES (ANGSTROEM)
H  -0.035  5.442  -1.575
N  -0.327  4.771  -0.876
C  0.485  3.817  -0.585
N  1.682  3.933  -1.222
C  0.181  2.742  0.365
C  1.023  1.627  0.534
C  0.691  0.613  1.442
C  -0.485  0.676  2.199
N  -0.745  -0.386  3.076
C  -1.945  -0.808  3.626
O  -2.989  -0.211  3.389
C  -2.006  -2.026  4.471
C  -3.245  -2.411  5.026
C  -3.361  -3.552  5.818
C  -2.242  -4.341  6.078
C  -0.988  -3.993  5.545
O  0.175  -4.714  5.744
C  0.129  -5.860  6.608
C  -0.883  -2.839  4.746
O  0.372  -2.579  4.263
C  -1.313  1.796  2.042
C  -0.991  2.806  1.134
H  2.440  3.363  -0.863
H  1.896  4.848  -1.595
H  1.936  1.529  -0.045
H  1.352  -0.240  1.544
H  0.023  -1.025  3.263
H  -4.138  -1.818  4.837
H  -4.329  -3.825  6.230
H  -2.375  -5.224  6.694
H  -0.197  -5.577  7.614
H  -0.549  -6.621  6.209
H  1.128  -6.301  6.686
H  0.943  -3.290  4.618
H  -2.223  1.910  2.618
H  -1.664  3.653  1.024
C  -0.730  -1.334  -4.625
N  -0.776  -0.125  -3.803
C  0.138  0.847  -3.746
O  -0.066  1.835  -3.052
C  1.478  0.718  -4.490
C  2.610  0.518  -3.477
O  2.803  1.697  -2.718
N  1.746  1.913  -5.296
C  1.146  2.161  -6.457
C  1.452  3.489  -7.106
O  0.391  1.364  -7.000
H  0.118  -1.957  -4.337
H  -1.650  -1.907  -4.493
H  -0.640  -1.061  -5.680
H  -1.611  0.050  -3.263
H  1.456  -0.147  -5.150
H  3.534  0.276  -4.003
H  2.357  -0.308  -2.810
H  1.921  2.054  -2.500
H  2.335  2.623  -4.889
H  1.255  4.292  -6.398
H  2.496  3.508  -7.410
H  0.811  3.609  -7.979

Force components x, y, z for each atom (eV/Å):
0.46 -0.21 0.04
-2.10 -1.04 1.51
-0.70 3.28 -1.59
1.98 -1.89 0.31
-0.08 -0.74 0.41
-0.56 0.09 0.44
0.06 0.46 -0.41
-0.10 0.44 -0.38
0.03 -1.25 0.97
-0.96 1.55 -1.24
0.44 -0.14 0.23
0.94 -1.16 0.65
0.05 -0.21 0.11
0.36 0.52 -0.45
0.57 0.10 -0.20
-1.34 -0.44 0.61
-0.07 0.10 -0.01
-0.24 0.11 -0.02
-0.11 -0.32 0.25
0.04 -0.23 0.17
-0.13 0.31 -0.13
0.28 -0.43 0.09
0.17 0.53 -0.33
0.13 -0.46 0.22
-0.06 -0.05 0.03
-0.03 0.00 0.01
-0.05 0.41 -0.21
0.42 0.04 -0.12
0.20 0.03 -0.06
0.21 0.06 -0.07
-0.02 0.05 -0.13
0.02 0.14 -0.01
-0.12 0.40 -0.28
-0.13 0.40 -0.25
0.16 -0.26 -0.04
0.25 -0.12 -0.07
0.19 0.37 -0.13
-0.34 -0.99 -0.33
0.12 0.68 0.27
0.35 0.28 0.08
-0.12 -0.09 -0.61
-0.43 0.45 0.13
0.19 -0.04 -0.09
0.66 -0.55 1.43
-0.92 -0.08 -1.42
-0.04 -0.07 0.13
-0.01 -0.21 0.32
-0.09 -0.11 -0.05
0.14 0.16 0.08
-0.01 -0.12 0.05
0.16 0.10 0.00
0.00 0.03 -0.14
0.02 0.12 0.06
-0.05 -0.27 -0.05
0.00 0.08 -0.04
-0.10 -0.07 0.18
0.11 0.16 -0.02
0.09 0.16 -0.02
0.10 -0.06 0.10

This record from the Open Molecules 2025 dataset describes a 2-piece molecular cluster, CH3NO3 overall. The level of theory is ωB97M-V/def2-TZVPD.

The HOMO energy is -10.698 eV. As for the charge: 0. The calculation puts the HOMO-LUMO gap at 10.105 eV.

CARTESIAN COORDINATES (ANGSTROEM)
C  -0.068  -0.517  -0.213
N  -0.467  0.705  0.565
O  0.295  1.634  0.356
O  -1.357  0.636  1.353
O  0.525  -0.237  -1.393
H  0.883  -1.399  0.604
H  -0.907  -1.372  -0.115
H  1.095  0.549  -1.158

Force components x, y, z for each atom (eV/Å):
0.64 -5.92 2.57
1.89 -0.84 -0.49
-0.49 0.61 0.21
-0.65 0.18 0.40
0.03 1.03 0.65
-2.37 3.05 -1.61
1.51 2.66 -1.13
-0.55 -0.77 -0.60

This record from the Open Molecules 2025 dataset describes a 2-piece molecular cluster, C3H5FO2P overall. The level of theory is ωB97M-V/def2-TZVPD.

The HOMO energy is -3.086 eV. As for the charge: -1. The calculation puts the HOMO-LUMO gap at 7.254 eV.

CARTESIAN COORDINATES (ANGSTROEM)
C  -0.886  -0.244  -0.911
C  -0.493  0.370  0.177
C  1.415  1.053  0.819
O  2.601  0.367  -1.470
O  2.342  -1.462  0.456
F  1.207  2.390  0.485
P  2.944  0.136  -0.040
H  -1.949  -0.609  -0.894
H  -0.367  -0.178  -1.845
H  -0.965  0.282  1.150
H  1.613  1.100  1.871
H  1.671  -1.520  -0.162

Force components x, y, z for each atom (eV/Å):
-1.72 0.43 -0.12
4.15 0.08 3.18
-2.04 -0.58 -2.82
0.01 -0.34 -1.42
2.78 1.69 1.40
0.66 0.10 -0.20
-0.99 -0.05 1.77
1.01 0.08 -0.31
0.37 -0.27 -0.35
-0.65 0.13 -0.32
-0.86 -0.61 1.22
-2.73 -0.67 -2.03

This record from the Open Molecules 2025 dataset describes one molecule with the formula C2H3NS. The level of theory is ωB97M-V/def2-TZVPD.

The SMILES is C1=[S@H]2=NC12. The HOMO energy is -7.991 eV. As for the charge: 0. The calculation puts the HOMO-LUMO gap at 8.406 eV.

CARTESIAN COORDINATES (ANGSTROEM)
C  0.371  -0.719  0.257
S  -1.334  -0.330  0.078
N  -0.577  1.228  -0.023
C  0.654  0.638  0.150
H  0.843  -1.624  0.752
H  -1.448  -0.466  -1.350
H  1.490  1.273  0.136

Force components x, y, z for each atom (eV/Å):
1.46 -1.47 0.84
0.71 0.29 -1.66
0.39 0.21 -0.33
-3.08 -0.75 0.14
-0.75 1.39 -0.99
-0.05 -0.02 1.81
1.33 0.35 0.19

This record from the Open Molecules 2025 dataset describes one molecule with the formula C4H3NO2. The level of theory is ωB97M-V/def2-TZVPD.

The HOMO energy is -10.653 eV. As for the charge: 0. The calculation puts the HOMO-LUMO gap at 10.711 eV.

CARTESIAN COORDINATES (ANGSTROEM)
O  -0.494  -1.829  -0.783
C  -0.750  -0.661  -0.873
C  -1.699  1.133  1.599
N  -0.817  0.904  0.852
C  0.066  0.432  -0.149
C  1.359  -0.169  0.408
O  1.464  -0.597  1.521
H  -1.633  -0.277  -1.418
H  0.309  1.254  -0.835
H  2.194  -0.190  -0.322

Force components x, y, z for each atom (eV/Å):
-0.04 0.57 -0.18
0.07 -0.49 -0.10
0.93 -0.14 -0.67
-0.89 0.24 0.78
0.02 0.00 0.06
0.05 -0.15 0.40
-0.03 0.28 -0.46
0.08 -0.07 0.05
-0.06 -0.15 0.04
-0.12 -0.08 0.08

This record from the Open Molecules 2025 dataset describes a 2-piece molecular cluster, C6H11N2 overall. The level of theory is ωB97M-V/def2-TZVPD.

The HOMO energy is -13.262 eV. As for the charge: +1. The calculation puts the HOMO-LUMO gap at 9.835 eV.

CARTESIAN COORDINATES (ANGSTROEM)
C  -2.660  0.410  0.365
C  -2.401  -0.786  0.032
C  0.903  -0.745  -1.217
C  1.634  0.577  -1.713
C  -0.167  0.278  -0.767
C  0.578  -0.217  2.183
N  0.586  1.319  -1.059
N  -1.350  0.163  -0.253
H  -3.155  1.126  1.036
H  0.980  -0.130  3.245
H  -2.698  -1.842  -0.150
H  0.620  -1.393  -2.009
H  1.311  -1.211  -0.308
H  2.562  0.509  -1.208
H  1.870  0.644  -2.712
H  0.414  0.696  1.669
H  -0.460  -0.618  2.278
H  0.959  -1.046  1.664
H  0.473  2.269  -1.075

Force components x, y, z for each atom (eV/Å):
-0.29 1.52 1.45
-0.24 -2.09 -0.87
-1.04 1.74 0.21
0.42 -2.75 2.96
-1.29 -1.22 0.23
-2.11 -0.75 2.86
0.92 -1.07 -0.66
0.73 -0.41 -0.58
0.36 -0.16 -0.89
-0.33 0.05 -1.69
0.61 1.07 0.32
-0.31 -0.86 -0.36
0.15 0.00 -0.80
1.11 0.98 0.75
-0.44 0.58 -2.43
0.75 0.82 -0.41
0.29 0.43 0.54
1.51 -0.55 -0.85
-0.78 2.67 0.23